--- A ---
8
Properties=species:S:1:pos:R:3:lowdin_charge:R:1 method="wB97M-V/def2-TZVPD" homo_ev=-9.741 mol_weight_g_mol=72.14 charge=0 homo_lumo_gap_ev=10.194 smiles=C#C[SiH2]O
C 0.727 -1.487 -1.808 -0.08
C 0.285 -0.756 -0.946 -0.20
O -1.106 0.702 1.657 -0.23
Si 0.221 0.750 0.809 0.60
H 0.643 -2.064 -2.617 -0.05
H -1.981 0.399 1.447 0.06
H -0.100 1.628 -0.297 -0.06
H 1.312 0.827 1.756 -0.04



--- B ---
8
Properties=species:S:1:pos:R:3:lowdin_charge:R:1 method="wB97M-V/def2-TZVPD" homo_ev=-9.816 mol_weight_g_mol=72.14 charge=0 homo_lumo_gap_ev=9.464 smiles="O=[SiH2].C#C"
C 1.720 0.125 -1.750 -0.03
C 0.585 -0.025 -2.149 -0.03
O 0.489 -0.880 1.014 -0.46
Si -0.649 -0.563 1.930 0.62
H 2.793 0.276 -1.452 0.05
H -0.641 -1.563 3.032 -0.06
H -1.462 0.617 1.821 -0.09
H -0.451 -0.016 -2.381 0.01



Most stable to least stable, the ends of the list are A and B.



--- A ---
22
Properties=species:S:1:pos:R:3:lowdin_charge:R:1 method="wB97M-V/def2-TZVPD" homo_ev=-9.051 mol_weight_g_mol=148.16 charge=0 homo_lumo_gap_ev=9.633 smiles="CN1C(=O)NC[C@@H]1CO.O"
C -0.825 -1.759 -0.516 -0.06
N 0.118 -0.708 -0.178 -0.14
C -0.200 0.709 -0.384 -0.27
C -1.570 1.126 0.142 -0.23
O -2.573 0.657 -0.733 -0.06
C 0.914 1.430 0.400 -0.12
N 1.237 0.482 1.454 0.09
C 1.021 -0.814 1.082 -0.43
O 1.080 -1.774 1.845 0.07
H -0.337 -2.730 -0.371 0.10
H -1.714 -1.750 0.130 0.09
H -1.126 -1.650 -1.566 0.10
H -0.150 0.948 -1.457 0.16
H -1.712 0.736 1.165 0.14
H -1.595 2.227 0.200 0.12
H -3.430 0.970 -0.431 0.09
H 1.779 1.625 -0.252 0.11
H 0.589 2.388 0.822 0.12
H 1.952 0.669 2.142 0.15
H 1.418 -1.148 -1.214 0.10
O 2.502 -1.286 -1.020 -0.14
H 2.623 -0.348 -1.261 0.01



--- B ---
22
Properties=species:S:1:pos:R:3:lowdin_charge:R:1 method="wB97M-V/def2-TZVPD" homo_ev=-9.454 mol_weight_g_mol=148.16 charge=0 homo_lumo_gap_ev=10.205 smiles="CC(=O)ON.CCC(N)=O"
C 0.838 -0.538 1.399 -0.15
C 0.656 0.435 -2.122 0.02
C 2.194 -0.501 0.716 -0.11
C -0.126 1.031 -0.990 -0.47
O 0.101 2.087 -0.427 0.08
H 0.933 -1.236 2.237 0.10
H 0.546 0.405 1.866 0.10
H 1.687 0.789 -2.063 0.09
H 0.225 0.772 -3.067 0.10
H 0.638 -0.653 -2.073 0.09
H 2.339 -1.339 0.028 0.08
H 2.996 -0.554 1.458 0.07
H 2.350 0.460 0.219 0.06
C -0.485 -1.322 0.698 -0.54
N -2.384 1.221 -0.175 0.07
N -1.605 -1.149 1.442 0.14
O -1.462 0.453 -1.008 -0.12
O -0.319 -2.172 -0.147 0.04
H -1.826 2.051 0.070 0.07
H -3.064 1.543 -0.863 0.09
H -1.803 -0.206 1.764 0.09
H -2.431 -1.577 1.038 0.11



Most stable to least stable, the ends of the list are A and B.



--- A ---
9
Properties=species:S:1:pos:R:3:lowdin_charge:R:1 method="wB97M-V/def2-TZVPD" homo_ev=-8.521 mol_weight_g_mol=146.97 charge=0 homo_lumo_gap_ev=7.418
C 0.426 -0.498 0.731 -0.13
C 2.545 0.670 3.498 -0.40
C 1.149 -0.649 2.030 -0.04
C -0.114 0.695 0.363 0.05
O 1.750 0.106 2.763 -0.21
Br 1.457 1.742 4.806 0.49
H 0.384 -1.454 0.095 0.12
H -0.144 1.584 0.980 0.07
H -0.761 0.698 -0.474 0.04



--- B ---
9
Properties=species:S:1:pos:R:3:lowdin_charge:R:1 method="wB97M-V/def2-TZVPD" homo_ev=-9.574 mol_weight_g_mol=146.97 charge=0 homo_lumo_gap_ev=10.293 smiles=C#C[C@@]1(Br)CO1
C 0.006 -2.342 -0.516 0.15
C -0.609 -1.316 -0.336 -0.15
C -0.314 1.448 -0.105 0.02
C -1.194 -0.007 -0.363 -0.81
O -0.883 0.914 -1.306 -0.10
Br -3.100 -0.046 0.093 0.71
H 0.537 -3.240 -0.344 0.03
H -0.788 2.102 0.516 0.06
H 0.731 1.368 -0.033 0.09



Most stable to least stable, the ends of the list are B and A.



--- A ---
7
Properties=species:S:1:pos:R:3:lowdin_charge:R:1 method="wB97M-V/def2-TZVPD" homo_ev="-9.709 / -9.418" mol_weight_g_mol=97.16 charge=0 homo_lumo_gap_ev="7.411 / 8.183"
N -0.578 -0.567 0.553 -0.23
O -0.227 -0.353 -1.821 -0.45
S 2.165 -0.367 -0.096 0.24
S 0.396 0.127 -0.609 0.19
H -1.524 -0.781 0.331 0.05
H -0.456 -0.431 1.576 0.08
H 0.224 2.372 0.067 0.12



--- B ---
7
Properties=species:S:1:pos:R:3:lowdin_charge:R:1 method="wB97M-V/def2-TZVPD" homo_ev="-9.827 / -9.434" mol_weight_g_mol=97.16 charge=0 homo_lumo_gap_ev="9.405 / 6.679"
N -0.446 0.023 -1.055 -0.25
O -1.795 -1.836 -0.104 -0.55
S -3.042 0.825 -0.112 0.27
S -1.426 -0.509 0.288 0.34
H -0.709 -0.550 -1.892 0.07
H -0.165 0.986 -1.213 0.04
H 0.654 -0.121 2.146 0.07



Most stable to least stable, the ends of the list are A and B.



--- A ---
7
Properties=species:S:1:pos:R:3:lowdin_charge:R:1 method="wB97M-V/def2-TZVPD" homo_ev="-10.678 / -10.168" mol_weight_g_mol=174.38 charge=0 homo_lumo_gap_ev="8.071 / 7.498"
C 0.460 -0.595 -0.080 -0.46
N 1.702 0.014 0.049 -0.48
O 1.702 1.236 0.080 0.07
O 2.695 -0.696 0.159 -0.12
Cl 0.345 -2.252 -0.025 0.80
Br 5.404 0.073 -0.026 0.10
H -0.415 0.034 0.005 0.10



--- B ---
7
Properties=species:S:1:pos:R:3:lowdin_charge:R:1 method="wB97M-V/def2-TZVPD" homo_ev="-10.296 / -10.297" mol_weight_g_mol=174.38 charge=0 homo_lumo_gap_ev="6.314 / 6.316"
C 0.381 0.511 -0.205 -0.50
N -0.599 1.463 -0.693 -0.54
O -1.720 1.021 -0.668 0.10
O -0.222 2.531 -1.049 0.06
Cl -0.241 1.392 2.376 -0.08
Br 2.095 0.985 -0.497 0.96
H 0.056 -0.172 0.531 0.00



Most stable to least stable, the ends of the list are A and B.



--- A ---
54
Properties=species:S:1:pos:R:3:lowdin_charge:R:1 method="wB97M-V/def2-TZVPD" homo_ev=-4.517 mol_weight_g_mol=458.00 charge=-1 homo_lumo_gap_ev=6.623
Sr -36.212 -3.501 7.272 1.55
C -31.824 -2.858 5.972 -0.03
C -33.281 -2.757 6.428 -0.76
O -34.264 -3.167 5.713 -0.24
O -33.457 -2.312 7.568 -0.02
H -31.195 -2.708 6.846 0.07
H -31.648 -2.027 5.287 0.07
H -31.606 -3.846 5.564 0.05
C -35.722 -5.993 10.536 -0.04
C -34.998 -4.626 10.539 -0.75
O -33.935 -4.589 11.198 -0.07
O -35.528 -3.707 9.852 -0.14
H -35.484 -6.583 11.418 0.06
H -35.558 -6.527 9.597 0.04
H -36.811 -5.816 10.552 0.04
C -37.583 0.894 8.749 -0.04
C -36.927 -0.460 8.508 -0.76
O -35.812 -0.652 8.987 -0.01
O -37.584 -1.315 7.812 -0.20
H -38.126 0.852 9.701 0.07
H -38.372 1.114 8.018 0.06
H -36.866 1.708 8.771 0.06
C -33.791 -6.343 7.005 -0.62
O -34.862 -5.816 7.273 -0.05
N -32.975 -6.839 7.983 0.18
N -33.321 -6.475 5.705 0.16
H -32.118 -7.312 7.763 0.09
H -33.148 -6.616 8.950 0.11
H -32.329 -6.389 5.571 0.09
H -33.926 -6.023 5.043 0.09
C -37.113 -1.413 4.480 -0.10
O -37.587 -2.563 5.118 -0.28
C -38.567 -3.314 4.450 -0.22
C -39.004 -4.427 5.384 -0.17
N -37.793 -5.126 5.859 -0.14
C -38.085 -6.269 6.730 -0.19
C -38.749 -5.907 8.053 -0.20
O -38.195 -4.672 8.459 -0.32
C -38.828 -4.088 9.570 -0.09
H -36.766 -1.604 3.456 0.09
H -36.328 -0.978 5.091 0.10
H -37.901 -0.644 4.402 0.10
H -38.111 -3.737 3.530 0.13
H -39.399 -2.695 4.089 0.13
H -39.639 -5.147 4.854 0.12
H -39.504 -3.980 6.244 0.13
H -37.367 -5.478 5.006 0.12
H -37.198 -6.882 6.881 0.11
H -38.737 -6.958 6.154 0.12
H -38.473 -6.645 8.812 0.13
H -39.834 -5.807 7.950 0.12
H -39.918 -4.074 9.415 0.09
H -38.525 -3.045 9.661 0.09
H -38.561 -4.572 10.513 0.09



--- B ---
54
Properties=species:S:1:pos:R:3:lowdin_charge:R:1 method="wB97M-V/def2-TZVPD" homo_ev=-4.044 mol_weight_g_mol=458.00 charge=-1 homo_lumo_gap_ev=5.768
Sr -0.305 0.500 0.489 1.57
C 2.413 3.316 3.055 -0.05
C 1.288 3.026 2.063 -0.77
O 1.299 3.659 1.007 -0.01
O 0.472 2.088 2.335 -0.20
H 3.234 3.850 2.569 0.06
H 2.861 2.411 3.479 0.05
H 2.084 3.953 3.881 0.06
C -4.419 2.117 2.141 -0.04
C -3.008 1.937 1.593 -0.78
O -2.328 0.945 2.012 -0.21
O -2.520 2.816 0.869 -0.02
H -4.902 1.155 2.310 0.05
H -5.047 2.760 1.526 0.06
H -4.295 2.660 3.082 0.07
C 0.249 1.955 -3.884 -0.04
C 0.334 2.647 -2.521 -0.76
O -0.140 2.010 -1.531 -0.20
O 0.819 3.779 -2.531 -0.02
H -0.756 1.972 -4.308 0.07
H 0.595 0.916 -3.884 0.02
H 0.920 2.426 -4.610 0.06
C 0.250 -1.774 -2.693 -0.64
O 0.080 -0.982 -1.798 0.01
N 1.198 -1.621 -3.670 0.17
N -0.487 -2.939 -2.824 0.16
H 1.569 -0.705 -3.847 0.08
H 1.259 -2.314 -4.396 0.09
H -0.279 -3.579 -3.571 0.09
H -0.867 -3.335 -1.985 0.07
C -3.313 -1.370 -0.187 -0.06
O -2.013 -1.497 0.353 -0.31
C -1.561 -2.777 0.674 -0.22
C -0.046 -2.766 0.972 -0.19
N 0.353 -1.626 1.801 -0.12
C 1.785 -1.630 2.124 -0.18
C 2.685 -1.101 1.017 -0.23
O 2.181 0.121 0.546 -0.29
C 2.902 0.533 -0.601 -0.08
H -3.407 -1.874 -1.156 0.09
H -3.480 -0.306 -0.342 0.10
H -4.032 -1.759 0.540 0.10
H -1.768 -3.435 -0.183 0.11
H -2.137 -3.166 1.524 0.13
H 0.492 -2.905 0.037 0.10
H 0.082 -3.703 1.544 0.12
H -0.156 -1.732 2.673 0.14
H 2.125 -2.641 2.413 0.12
H 1.925 -1.040 3.032 0.13
H 2.771 -1.858 0.221 0.12
H 3.705 -0.988 1.403 0.13
H 2.623 1.546 -0.880 0.11
H 2.725 -0.152 -1.444 0.08
H 3.988 0.477 -0.441 0.09



Most stable to least stable, the ends of the list are A and B.



--- A ---
22
Properties=species:S:1:pos:R:3:lowdin_charge:R:1 method="wB97M-V/def2-TZVPD" homo_ev=-14.224 mol_weight_g_mol=132.14 charge=+1 homo_lumo_gap_ev=11.084
O 1.376 0.011 1.720 0.01
C 0.465 0.817 1.448 -0.18
C -0.266 0.565 0.214 -0.17
N 0.232 -0.616 -0.558 0.07
H 0.282 1.854 1.872 0.15
H -1.435 0.404 0.313 0.18
H -0.100 1.402 -0.490 0.14
H 1.273 -0.511 -0.859 0.09
H 0.238 -1.430 0.177 0.11
H -0.282 -0.961 -1.452 0.13
H -0.504 -1.956 2.275 0.09
H 0.145 -3.242 1.628 0.13
O -0.449 -2.436 1.397 -0.09
H -1.446 3.402 1.507 0.04
H -2.512 3.008 0.698 0.02
O -1.608 3.165 0.607 -0.01
H 2.978 -0.442 0.430 0.14
H 3.281 -0.633 -1.056 0.12
O 2.665 -0.060 -0.497 -0.09
H -1.561 -1.574 -3.190 0.08
H -1.668 -0.010 -3.224 0.08
O -1.104 -0.756 -2.958 -0.04



--- B ---
22
Properties=species:S:1:pos:R:3:lowdin_charge:R:1 method="wB97M-V/def2-TZVPD" homo_ev=-14.332 mol_weight_g_mol=132.14 charge=+1 homo_lumo_gap_ev=11.334
O -0.790 -1.159 1.897 0.08
C -1.736 -1.125 1.161 -0.22
C -1.687 -0.197 -0.062 -0.08
N -0.199 -0.122 -0.434 0.17
H -2.672 -1.692 1.327 0.14
H -2.184 -0.532 -0.961 0.11
H -2.035 0.804 0.194 0.13
H 0.416 0.198 0.316 0.12
H -0.088 -1.130 -0.548 0.14
H 0.069 0.404 -1.289 0.12
H -2.430 -2.626 -2.081 0.06
H -2.017 -3.816 -1.266 0.07
O -1.923 -2.857 -1.291 -0.04
H 0.537 0.996 2.982 0.07
H -0.552 1.814 2.353 0.04
O 0.355 1.543 2.187 -0.06
H 3.878 1.210 0.906 0.04
H 3.587 2.739 0.661 0.06
O 3.719 1.876 0.239 -0.05
H 2.246 1.616 -1.515 0.06
H 1.880 1.103 -2.859 0.09
O 1.626 0.952 -1.918 -0.08



Most stable to least stable, the ends of the list are B and A.